Entry 1:
10
Properties=species:S:1:pos:R:3:forces:R:3 method="wB97M-V/def2-TZVPD" e_tot_ha=-338.47368 e_homo_ev=-8.85 e_above_lowest_kcal_mol=112.7 largest_force_ev_per_a=7.5 charge=0 orbital_gap_ev=9.020
C -0.6327 0.8640 -0.2805 -4.86 -0.58 -0.17
C -0.9948 -0.1335 0.8663 3.40 2.47 -2.45
H 1.7152 -0.5984 -0.2603 -3.20 2.26 -3.58
H 1.8645 0.0394 -2.0154 -2.06 -0.28 1.50
H -1.6609 1.4213 -0.3268 2.29 -0.34 -0.95
H 0.3702 -1.1642 2.1274 -1.79 1.24 -4.63
N 1.1179 -0.1127 -1.2546 6.71 -3.31 0.45
N 0.0997 0.6513 -1.3400 -1.12 1.88 2.55
O 0.1306 -0.8202 1.0446 2.47 -2.90 5.87
O -2.0097 -0.1469 1.4394 -1.84 -0.44 1.41

Entry 2:
89
Properties=species:S:1:pos:R:3:forces:R:3 method="wB97M-V/def2-TZVPD" e_tot_ha=-1770.60214 smiles="C=CC[C@](CC)(C[C@H](O)C(F)(F)F)OCCNN(C(C)=O)C(C)=O.CCCCCC.CCCCCC" e_homo_ev=-9.50 largest_force_ev_per_a=4.1 charge=0 orbital_gap_ev=9.945
C 3.5507 -0.7949 -1.4800 1.64 -0.62 -0.03
C 2.2706 -0.5757 -1.4802 -1.75 0.48 0.10
C 1.5403 0.3154 -2.4628 -0.09 -1.08 0.42
C 1.5742 1.8349 -2.1721 0.44 0.99 -0.70
C 1.5055 2.5362 -3.5516 -0.12 -0.72 -0.42
C 2.7900 2.3870 -4.3999 -0.39 -0.02 0.33
C 2.8063 2.3181 -1.3829 -0.15 0.56 0.63
C 2.6666 3.7602 -0.8418 1.23 -0.92 -0.08
O 2.6365 4.7389 -1.8382 -0.58 0.50 -0.16
C 3.9428 4.0320 -0.0188 -1.30 0.79 -0.69
F 4.1031 3.1990 0.9873 0.35 -1.17 0.72
F 3.9280 5.2431 0.5071 -0.34 1.26 0.59
F 4.9994 4.0197 -0.8151 1.20 -0.65 -0.55
O 0.4082 2.3077 -1.4860 0.20 -0.74 0.03
C 0.0817 1.5580 -0.3444 -1.00 0.21 0.77
C -0.9862 2.3080 0.4558 0.10 -0.21 -0.37
N -2.1354 2.6763 -0.3724 0.35 0.65 -0.41
N -2.4336 1.7212 -1.3605 -0.85 0.17 0.97
C -3.1991 0.6302 -0.8701 0.27 -1.43 -2.53
C -3.3218 -0.5802 -1.7916 0.38 0.64 -0.01
O -3.6833 0.6171 0.2072 -0.47 0.44 2.22
C -2.9570 2.2939 -2.5727 0.11 2.65 2.46
C -3.5616 3.6870 -2.4505 0.36 -0.45 0.63
O -2.8955 1.7406 -3.5892 0.10 -2.39 -3.31
H 4.1959 -0.5541 -2.3198 0.06 0.41 0.18
H 4.0023 -1.2786 -0.6224 0.13 -0.33 -0.24
H 1.6942 -1.0464 -0.6861 -0.10 0.41 0.17
H 1.9279 0.0762 -3.4553 0.11 0.40 -0.01
H 0.4931 -0.0014 -2.4922 -0.03 0.26 -0.11
H 1.1965 3.5758 -3.4575 0.10 -0.05 0.18
H 0.7020 2.0286 -4.0969 -0.09 0.12 0.14
H 3.4115 3.2823 -4.3310 0.13 -0.13 -0.21
H 3.3842 1.5258 -4.0846 0.06 0.13 0.07
H 2.5295 2.1887 -5.4391 0.10 0.32 -0.05
H 3.7353 2.3071 -1.9607 -0.20 -0.28 -0.19
H 3.0152 1.7115 -0.5002 -0.17 -0.25 -0.20
H 1.8275 3.8636 -0.1546 -0.17 0.17 -0.28
H 3.1303 4.4489 -2.6148 0.01 -0.08 0.27
H -0.3566 0.5799 -0.5800 0.36 -0.04 -0.27
H 0.9198 1.3985 0.3471 0.14 0.02 -0.24
H -0.5348 3.2334 0.8221 -0.23 -0.04 0.22
H -1.2955 1.6507 1.2806 0.21 0.19 0.10
H -2.9475 2.9285 0.1815 0.06 -0.35 0.09
H -2.3156 -0.7841 -2.1652 -0.20 -0.24 -0.15
H -3.7288 -1.4142 -1.2273 0.07 0.04 0.06
H -3.9639 -0.3686 -2.6470 0.10 0.04 -0.01
H -4.1475 3.7366 -1.5303 -0.08 0.22 -0.14
H -2.7352 4.3906 -2.3508 -0.12 0.12 -0.04
H -4.1714 3.9017 -3.3220 0.08 -0.07 -0.04
C 2.7026 -4.7580 -3.1142 -0.12 0.00 -0.02
C 1.8325 -4.3906 -1.9170 0.07 0.03 -0.04
C 2.5634 -4.4972 -0.5803 -0.06 0.05 0.08
C 3.0527 -5.8997 -0.2159 0.05 -0.03 -0.08
C 1.9652 -6.9713 -0.1597 0.02 0.01 0.14
C 0.9030 -6.7017 0.9016 -0.05 -0.08 -0.11
H 3.0323 -5.7973 -3.0709 0.03 0.02 0.00
H 2.1457 -4.6289 -4.0439 0.05 -0.01 -0.02
H 3.5875 -4.1189 -3.1614 0.01 -0.03 0.01
H 0.9350 -5.0162 -1.9111 0.01 0.00 0.04
H 1.4872 -3.3606 -2.0411 -0.02 -0.01 0.02
H 1.9073 -4.1220 0.2117 0.01 -0.02 0.01
H 3.4264 -3.8231 -0.5953 -0.02 0.00 -0.03
H 3.5518 -5.8494 0.7573 -0.02 -0.02 0.00
H 3.8207 -6.2145 -0.9285 0.00 0.03 0.00
H 2.4389 -7.9324 0.0584 0.00 0.00 -0.05
H 1.4869 -7.0811 -1.1370 0.03 0.01 -0.01
H 1.3539 -6.6262 1.8935 -0.01 0.04 -0.01
H 0.1742 -7.5138 0.9260 -0.01 0.03 0.05
H 0.3575 -5.7778 0.7018 0.01 0.00 0.03
C -3.0032 2.8378 6.3399 -0.11 -0.04 0.05
C -3.2608 1.3368 6.4272 0.09 0.06 0.01
C -2.3722 0.5133 5.4969 0.02 -0.09 0.01
C -2.5556 0.7966 4.0049 -0.02 0.10 0.01
C -3.9745 0.5993 3.4732 0.03 -0.03 -0.08
C -4.4752 -0.8354 3.6015 -0.10 0.10 0.03
H -3.2212 3.2278 5.3443 0.03 0.01 0.00
H -3.6356 3.3750 7.0487 0.03 0.04 -0.02
H -1.9622 3.0682 6.5777 0.00 0.01 -0.04
H -4.3158 1.1343 6.2222 0.02 -0.03 -0.01
H -3.0809 1.0108 7.4553 -0.04 -0.03 -0.01
H -2.5466 -0.5491 5.6910 0.00 0.01 -0.03
H -1.3236 0.6945 5.7572 -0.02 0.01 0.02
H -1.8740 0.1470 3.4440 -0.02 -0.01 -0.01
H -2.2378 1.8218 3.7873 0.01 -0.01 0.02
H -3.9883 0.8780 2.4185 -0.02 0.01 0.10
H -4.6698 1.2766 3.9788 0.05 0.00 0.05
H -3.8160 -1.5260 3.0706 0.00 0.00 0.03
H -5.4741 -0.9289 3.1719 0.02 -0.05 0.00
H -4.5359 -1.1522 4.6447 0.02 -0.03 -0.02

Entry 3:
25
Properties=species:S:1:pos:R:3:forces:R:3 method="wB97M-V/def2-TZVPD" e_tot_ha=-514.31368 e_homo_ev=-16.61 e_above_lowest_kcal_mol=57.3 largest_force_ev_per_a=6.7 charge=+2 orbital_gap_ev=7.232
C 2.3356 -2.2444 -1.2092 1.55 0.35 0.59
C 2.9358 -1.0482 -0.8578 -1.85 1.97 1.94
C 1.0228 -2.5718 -0.8815 2.70 -1.66 -2.41
C 2.0855 -0.0283 -0.2215 -0.27 -4.02 -1.29
C 0.2268 -1.6493 -0.3715 -1.82 1.42 1.03
C 0.7444 -0.3858 -0.0415 1.24 -0.03 0.11
C -1.1623 0.8693 -0.3734 -2.44 0.15 -0.88
C -0.0421 1.2222 1.8408 0.84 -4.56 -4.86
C -3.3449 1.5945 -1.0253 1.05 2.77 -1.46
N -2.2679 1.4505 -0.0472 0.01 1.32 2.92
N 0.7552 0.6232 2.6418 1.78 -0.34 1.86
N -0.1776 0.6171 0.4494 2.30 1.04 4.11
H 2.9746 -3.0040 -1.6252 0.03 -0.18 -0.24
H 4.0009 -0.8544 -0.8481 -0.05 -0.16 -0.60
H 0.8050 -3.5651 -1.2534 -1.01 0.04 0.55
H 2.4501 0.8518 0.1948 0.79 1.59 0.23
H -0.8054 -1.9361 -0.2635 -0.44 0.42 0.41
H -1.1323 0.4142 -1.3847 0.36 0.44 0.72
H -0.6788 2.0404 1.9839 -0.38 1.22 1.05
H -2.7365 1.3793 -1.9914 -2.08 0.88 1.09
H -4.1239 0.9117 -0.8702 -0.85 -1.34 0.28
H -3.8576 2.6491 -0.9008 1.47 -1.93 -0.77
H -2.3466 1.8877 0.9578 -0.34 -1.22 -2.75
H 0.8652 0.9933 3.6223 -0.26 -0.23 -1.20
H 1.4741 -0.2169 2.4754 -2.30 2.06 -0.43

Entry 4:
65
Properties=species:S:1:pos:R:3:forces:R:3 method="wB97M-V/def2-TZVPD" e_tot_ha=-1285.19786 spin_multiplicity=3 e_homo_ev="-11.07 / -11.43" e_above_lowest_kcal_mol=30.8 largest_force_ev_per_a=8.5 charge=+1 orbital_gap_ev="7.831 / 7.066"
C -1.2384 -1.8890 1.4388 -0.45 -0.46 -0.46
C -1.4701 -1.8127 0.0462 -0.11 -0.03 0.18
C -0.2252 -1.9022 -0.6165 0.27 0.18 -0.38
H -2.4293 -1.6905 -0.4241 -0.08 -0.04 -0.04
C 0.7704 -2.0668 0.3687 0.71 0.25 -0.18
C 0.1476 -2.0619 1.6289 0.78 0.38 0.34
H 1.8291 -2.1199 0.1910 0.11 -0.24 -0.04
C -1.4724 1.9534 1.3098 0.19 1.24 0.04
C -2.3390 1.1321 0.5697 -0.19 -0.38 -0.58
C -1.8530 1.0690 -0.7541 0.08 -0.24 -0.18
H -3.2033 0.6148 0.9507 -0.02 -0.01 0.06
C -0.6752 1.8403 -0.8517 0.42 0.10 -0.37
C -0.4522 2.3886 0.4389 0.94 0.11 0.01
H -0.0627 -1.8749 -1.6804 0.03 -0.06 -0.16
H 0.6557 -2.0988 2.5766 -0.03 -0.12 0.09
H -1.9865 -1.8392 2.2118 0.06 -0.07 -0.09
H 0.3808 3.0025 0.7285 0.01 0.28 0.00
H -2.2933 0.4996 -1.5526 -0.08 0.01 -0.12
H -1.5472 2.1810 2.3600 -0.28 0.67 -0.67
Mo -0.2222 0.0748 0.6480 -4.16 -0.58 0.19
C 0.1543 2.1083 -2.0898 0.20 0.27 -0.14
C 0.4673 3.6081 -2.1337 -0.09 0.10 0.01
C -0.6097 1.7031 -3.3463 -0.05 -0.07 0.13
H -0.4572 4.1841 -2.1373 -0.09 0.02 0.01
H 1.0375 3.8501 -3.0244 0.02 -0.01 0.02
H 1.0435 3.9131 -1.2613 0.11 0.05 0.01
H -1.5306 2.2756 -3.4438 -0.06 0.06 0.00
H -0.8689 0.6449 -3.3237 0.01 -0.16 -0.08
H -0.0034 1.8893 -4.2259 0.12 0.03 -0.12
C 1.4373 1.2772 -1.9592 -0.12 -0.18 0.03
C 2.5148 1.4503 -3.0079 0.42 0.39 -0.80
H 1.1621 0.2189 -1.9386 -0.11 -0.03 -0.14
H 1.8908 1.4610 -0.9859 0.24 0.21 0.20
O 2.6091 2.4050 -3.7721 -0.26 -0.69 0.63
N 3.4329 0.4403 -3.0490 -0.14 0.08 0.02
C 3.3736 -0.8273 -2.3582 0.16 0.04 -0.04
H 4.1023 0.5392 -3.7959 0.09 0.04 -0.02
C 2.5346 -1.8985 -3.0179 -0.13 -0.15 -0.09
C 2.5150 -3.1738 -2.4559 -0.07 0.07 -0.04
H 3.0846 -3.3690 -1.5557 0.13 -0.07 0.01
C 1.7651 -4.1878 -3.0278 -0.05 -0.02 0.07
H 1.7609 -5.1720 -2.5787 0.02 -0.02 -0.01
C 1.0109 -3.9397 -4.1685 -0.03 0.04 0.04
H 0.4200 -4.7293 -4.6127 0.02 -0.01 -0.02
C 1.0166 -2.6716 -4.7270 -0.06 -0.04 0.00
H 0.4314 -2.4671 -5.6138 0.01 0.00 -0.02
C 1.7768 -1.6578 -4.1563 0.02 0.07 0.08
H 1.7829 -0.6743 -4.6058 0.01 0.05 -0.07
H 3.0105 -0.6745 -1.3430 0.06 0.10 0.14
H 4.3959 -1.1911 -2.2523 0.03 -0.01 0.01
C -3.0361 -0.2614 5.3817 -0.43 -0.39 -0.19
C -1.7780 0.5978 5.1841 0.27 -0.03 -0.65
C -2.1094 2.0773 5.4318 -0.05 0.54 -0.10
C -0.6729 0.1391 6.1475 0.54 -0.22 0.18
C -1.2878 0.4329 3.7547 1.86 -1.17 -4.78
C -0.8672 0.2916 2.5287 -0.84 0.12 8.49
H -3.4185 -0.1611 6.4205 0.28 -0.02 -0.63
H -2.8105 -1.3335 5.1928 -0.16 0.62 0.16
H -3.8388 0.0544 4.6803 0.43 -0.20 0.45
H -2.4710 2.2282 6.4719 0.22 -0.12 -0.63
H -1.2084 2.7103 5.2781 -0.55 -0.35 0.14
H -2.9013 2.4227 4.7319 0.42 -0.16 0.45
H -0.4171 -0.9280 5.9688 -0.14 0.65 0.14
H 0.2470 0.7468 6.0045 -0.55 -0.39 0.12
H -1.0045 0.2482 7.2028 0.14 -0.04 -0.66

Entry 5:
107
Properties=species:S:1:pos:R:3:forces:R:3 method="wB97M-V/def2-TZVPD" e_tot_ha=-3563.52324 e_homo_ev=-11.03 largest_force_ev_per_a=3.0 charge=+1 orbital_gap_ev=8.069
C 3.8930 -6.0546 2.4853 -0.06 0.39 -0.77
C 4.1315 -4.9223 1.5070 -0.65 -0.02 -0.14
O 3.1087 -4.8969 0.4951 0.19 0.45 0.53
C 3.4341 -3.9009 -0.4474 0.09 -0.53 -0.62
C 2.2495 -3.5044 -1.3206 0.98 -0.44 0.10
O 1.6388 -2.2307 -1.0123 0.36 -0.90 0.08
N 0.9776 -2.1475 0.2012 -2.00 1.32 1.76
P 0.2540 -3.6682 0.9741 0.35 -2.82 0.17
O -0.5360 -3.1725 2.3145 0.10 0.62 -0.66
I -1.5452 -4.5254 -0.4879 0.16 0.56 0.07
C 1.7880 -1.5831 1.2912 1.99 1.53 1.24
C 2.0925 -0.1056 0.8688 -1.24 -0.27 -1.87
C 3.3667 0.1016 0.0425 0.75 0.06 0.44
C 4.6756 -0.1269 0.8087 -0.71 0.24 0.50
C 1.8622 0.9454 1.9398 -0.47 -0.14 -1.11
Cl 0.8825 2.3143 1.4970 0.21 -0.01 -0.31
C 2.3248 0.9408 3.1566 0.50 -0.02 1.54
C 2.1227 2.0112 4.1767 0.32 -0.71 0.64
Cl 3.2703 -0.4191 3.7299 -0.06 0.09 0.05
O 1.0149 0.0870 -0.1154 0.19 -0.33 -0.45
C 0.0287 -0.8985 -0.0368 1.26 2.02 -0.80
O -0.5768 -1.1601 -1.2029 -0.55 0.47 0.35
C -0.6663 -0.0906 -2.1722 -0.41 0.37 -1.00
C -1.5111 1.1090 -1.7583 -0.37 0.25 0.51
N -1.3818 2.2202 -2.7088 -0.07 0.04 0.20
C -1.1650 3.5161 -2.0169 -0.39 -1.13 -0.15
C -2.4533 3.9942 -1.3243 0.01 1.34 0.54
C -2.2180 4.5546 0.0778 -0.12 -0.41 -0.18
O -3.0259 5.0174 -2.1425 -0.15 0.15 -0.06
O -0.7174 -0.5537 1.0421 -0.65 -1.38 -0.61
C -2.1136 -0.8877 1.0175 -1.34 0.10 1.39
C -2.7920 -0.0747 2.1374 0.52 0.08 -0.50
C -1.8821 0.1398 3.3593 -0.46 0.43 -0.55
C -4.1956 -0.6142 2.4621 -0.51 0.93 0.97
C -5.0623 0.5864 2.9107 0.18 -0.02 -0.47
C -4.1971 -1.6335 3.6061 0.18 -0.04 -0.64
H 4.1297 -7.0044 2.0150 0.03 -0.16 0.17
H 2.8385 -6.0437 2.7543 0.00 -0.08 0.23
H 4.5174 -5.8715 3.3534 0.00 -0.26 0.19
H 4.0578 -3.9711 2.0500 0.32 0.10 -0.04
H 5.0909 -4.9944 0.9900 0.22 0.03 0.26
H 4.1929 -4.3223 -1.1199 0.00 0.04 -0.07
H 3.9151 -3.0194 -0.0077 -0.18 0.07 0.18
H 2.6754 -3.3700 -2.3082 -0.34 0.56 -0.22
H 1.5453 -4.3163 -1.4585 -0.33 0.05 0.31
H -1.1294 -3.8881 2.6063 0.07 0.21 -0.03
H 2.6838 -2.1368 1.5508 0.01 -0.31 -0.55
H 1.2831 -1.4478 2.2491 -0.85 -0.77 -0.39
H 3.3494 -0.5727 -0.8095 -0.31 0.10 -0.10
H 3.3526 1.1327 -0.3119 -0.15 -0.02 -0.20
H 4.6202 -1.0677 1.3527 0.35 -0.23 -0.14
H 5.5543 -0.0917 0.1735 -0.05 -0.08 -0.16
H 4.7764 0.6360 1.5771 0.21 0.11 0.03
H 2.9478 2.7182 4.1409 -0.09 0.29 -0.15
H 1.1567 2.4888 4.0821 0.02 0.21 -0.11
H 2.1845 1.5360 5.1550 -0.11 0.11 0.10
H -1.1731 -0.5310 -3.0281 0.04 -0.36 0.07
H 0.3019 0.2169 -2.5554 0.31 0.02 0.48
H -2.5591 0.7984 -1.6873 0.02 -0.15 -0.01
H -1.2619 1.4659 -0.7567 0.31 -0.14 0.11
H -2.2907 2.3266 -3.1459 0.21 -0.13 -0.43
H -0.8539 4.2459 -2.7570 -0.08 0.19 0.00
H -0.3393 3.3583 -1.3256 0.03 0.13 0.20
H -3.2197 3.2162 -1.2341 0.32 -0.37 -0.19
H -1.7907 3.7790 0.7131 0.32 0.08 0.08
H -1.5791 5.4357 0.0170 0.14 -0.06 0.19
H -3.1603 4.8294 0.5509 -0.09 0.18 -0.12
H -3.2045 5.8005 -1.6017 0.07 -0.11 -0.13
H -2.6199 -0.6176 0.0973 0.45 -0.02 -0.37
H -2.3299 -1.9400 1.2162 0.56 -0.11 -0.17
H -2.9384 0.9188 1.7055 -0.03 0.07 0.01
H -2.4851 0.5748 4.1534 0.09 -0.24 0.30
H -1.1665 0.9141 3.0929 0.33 -0.15 0.06
H -1.3611 -0.7628 3.6703 -0.07 -0.03 0.21
H -4.6881 -1.0462 1.5891 0.28 -0.10 -0.23
H -4.8229 0.8518 3.9388 -0.21 0.00 0.14
H -4.8633 1.4727 2.3065 0.02 -0.01 -0.10
H -6.1235 0.3829 2.7915 -0.10 -0.14 0.34
H -3.7926 -1.1945 4.5133 0.22 -0.03 0.04
H -5.2045 -1.9555 3.8577 -0.08 -0.17 -0.20
H -3.5908 -2.4856 3.2938 -0.05 -0.27 0.36
C -1.0845 9.6461 -1.8154 0.04 -0.10 -0.18
C -2.4498 10.3111 -1.9345 -0.01 0.12 0.16
C -3.3887 9.1464 -1.6639 -0.07 -0.12 -0.15
O -2.6979 8.2627 -0.7679 0.05 -0.04 -0.12
C -1.3205 8.6505 -0.6906 -0.02 0.06 0.19
H -0.2738 10.3410 -1.6023 -0.02 0.00 0.03
H -0.8461 9.1171 -2.7413 0.02 0.00 0.02
H -2.5617 11.0716 -1.1583 -0.02 0.00 -0.02
H -2.6270 10.7821 -2.8998 0.00 -0.03 -0.01
H -3.6117 8.5940 -2.5826 -0.03 0.06 -0.03
H -4.3295 9.4589 -1.2104 0.01 -0.07 0.07
H -1.1517 9.1107 0.2886 0.07 0.00 -0.01
H -0.6879 7.7645 -0.7714 -0.07 -0.04 0.01
C 1.0544 -7.5779 -4.3563 -0.12 0.09 -0.15
C 2.5144 -7.3409 -4.7195 0.11 -0.11 0.15
C 2.7000 -5.8849 -4.3239 -0.04 0.15 -0.13
O 1.8142 -5.6415 -3.2184 0.01 -0.30 -0.19
C 0.9075 -6.7490 -3.0908 0.05 -0.08 0.14
H 0.8023 -8.6259 -4.2052 0.02 0.01 0.02
H 0.4084 -7.1812 -5.1429 -0.02 -0.02 0.02
H 3.1584 -7.9816 -4.1127 0.01 0.02 -0.02
H 2.7421 -7.5258 -5.7676 -0.02 0.03 0.00
H 2.4173 -5.2129 -5.1402 0.05 -0.02 -0.03
H 3.7242 -5.6558 -4.0245 -0.03 0.03 0.07
H 1.1903 -7.3263 -2.2043 -0.04 -0.01 0.01
H -0.1047 -6.3685 -2.9495 0.03 0.07 0.01